Record 1
C7H7BrClNO2 | ωB97M-V/def2-TZVPD

## Properties
* expectation value of S²: 2.03
* Kohn-Sham gap (spin up / spin down): 7.645 / 7.580 eV
* M: 252.50 g/mol
* spin multiplicity: 3
* lowest unoccupied orbital energy (spin up / spin down): 0.579 / -1.492 eV

Geometry as XYZ:
```
19
C7H7BrClNO2 ωB97M-V/def2-TZVPD
Br -2.906 -1.451 0.793
Cl -3.187 1.906 -1.000
O 1.218 -1.394 -0.481
O -0.112 -2.763 0.843
N -1.654 -0.218 0.907
C -0.389 -0.351 0.758
C 1.830 -2.491 -1.091
C -0.504 2.767 -0.504
C 0.397 0.822 0.766
C 0.200 -1.661 0.354
C -1.650 2.517 -0.955
C -0.121 2.051 1.032
H 2.109 -3.128 -0.179
H 1.494 0.793 0.491
H 1.074 -3.222 -1.487
H -1.113 2.144 1.372
H 0.308 3.019 -1.096
H 0.620 2.794 1.401
H 2.386 -2.135 -1.924
```

Atomic partial charges in e from the Löwdin method, atoms 1 to 2: 0.775, 0.701

=====

Record 2
C7H7BrIP | ωB97M-V/def2-TZVPD

## Properties
* Kohn-Sham gap (spin up / spin down): 3.872 / 3.875 eV
* relative energy (zero: lowest compared OMol25 entry of this formula, charge and spin): 64.0 kcal/mol
* M: 328.91 g/mol
* spin multiplicity: 1
* lowest unoccupied orbital energy (spin up / spin down): -4.016 / -4.015 eV

Geometry as XYZ:
```
17
C7H7BrIP ωB97M-V/def2-TZVPD
I -1.413 -2.561 2.111
Br -0.729 -1.128 -4.181
P -0.153 -3.238 0.135
C -0.675 1.916 -0.191
C -0.013 2.282 0.934
C 0.804 -0.053 1.046
C 0.114 -0.394 -0.135
C -0.563 0.628 -0.736
C 0.683 1.238 1.572
C 0.326 -1.742 -0.754
H 1.376 -0.702 1.597
H -1.062 0.566 -1.681
H 0.038 3.250 1.277
H 1.182 1.348 2.497
H -0.055 -1.901 -1.836
H 1.351 -1.983 -0.811
H -1.211 2.474 -0.842
```

Atomic partial charges in e from the Löwdin method, atoms 1 to 2: 0.487, -0.390

=====

Record 3
C7H7BrS | ωB97M-V/def2-TZVPD

## Properties
* Kohn-Sham gap (spin up / spin down): 6.648 / 6.651 eV
* relative energy (zero: lowest compared OMol25 entry of this formula, charge and spin): 151.2 kcal/mol
* M: 203.10 g/mol
* spin multiplicity: 1
* lowest unoccupied orbital energy (spin up / spin down): -1.360 / -1.360 eV

Geometry as XYZ:
```
16
C7H7BrS ωB97M-V/def2-TZVPD
Br -3.809 0.602 0.139
S 0.520 -1.663 -0.565
C -2.178 -1.633 -0.071
C 1.252 0.995 -0.248
C 1.339 0.809 1.209
C -2.189 -0.377 0.346
C 0.423 -0.005 -0.876
C 1.778 1.959 -1.054
C -1.046 -2.352 -0.410
H -3.054 -2.246 0.001
H 1.440 1.901 1.591
H 2.291 0.405 1.508
H 1.317 1.906 -1.920
H -1.003 -3.364 -0.528
H 0.419 0.353 1.538
H 2.502 2.709 -0.660
```

Atomic partial charges in e from the Löwdin method, atoms 1 to 2: 0.621, 0.980

=====

Record 4
C7H7ClO3 | ωB97M-V/def2-TZVPD

## Properties
* Kohn-Sham gap: 8.803 eV
* relative energy (zero: lowest compared OMol25 entry of this formula, charge and spin): 51.1 kcal/mol
* M: 174.58 g/mol
* spin multiplicity: 1
* lowest unoccupied orbital energy: 0.482 eV

Geometry as XYZ:
```
18
C7H7ClO3 ωB97M-V/def2-TZVPD
Cl 1.463 1.413 -2.734
O -2.951 -0.917 -1.020
O 2.282 -0.132 1.965
O 3.128 0.926 -0.291
C -0.398 0.263 -1.144
C 1.841 0.531 -0.210
C 0.039 -0.460 1.048
C -2.278 -0.733 0.263
C 0.902 0.659 -1.246
C -0.911 -0.302 0.040
C 1.416 -0.016 0.965
H 1.998 -0.651 2.833
H -2.493 -1.619 0.778
H -0.273 -0.709 2.030
H -2.762 -0.161 1.052
H -3.142 -0.078 -1.199
H -1.162 0.407 -1.892
H 3.301 1.578 -1.242
```

Atomic partial charges in e from the Löwdin method, atoms 1 to 2: 0.693, -0.003

=====

Question: What is the formula in the first record?
Answer: C7H7BrClNO2

=====

Question: Look up the M of the second one.
Answer: 328.91 g/mol

=====

What did the second record say?
C7H7BrIP | ωB97M-V/def2-TZVPD

## Properties
* Kohn-Sham gap (spin up / spin down): 3.872 / 3.875 eV
* relative energy (zero: lowest compared OMol25 entry of this formula, charge and spin): 64.0 kcal/mol
* M: 328.91 g/mol
* spin multiplicity: 1
* lowest unoccupied orbital energy (spin up / spin down): -4.016 / -4.015 eV

Geometry as XYZ:
```
17
C7H7BrIP ωB97M-V/def2-TZVPD
I -1.413 -2.561 2.111
Br -0.729 -1.128 -4.181
P -0.153 -3.238 0.135
C -0.675 1.916 -0.191
C -0.013 2.282 0.934
C 0.804 -0.053 1.046
C 0.114 -0.394 -0.135
C -0.563 0.628 -0.736
C 0.683 1.238 1.572
C 0.326 -1.742 -0.754
H 1.376 -0.702 1.597
H -1.062 0.566 -1.681
H 0.038 3.250 1.277
H 1.182 1.348 2.497
H -0.055 -1.901 -1.836
H 1.351 -1.983 -0.811
H -1.211 2.474 -0.842
```

Atomic partial charges in e from the Löwdin method, atoms 1 to 2: 0.487, -0.390